1.
10
Properties=species:S:1:pos:R:3:nbo_charge:R:1 method="wB97M-V/def2-TZVPD" e_above_lowest_kcal_mol=11.7 energy_ha=-2820.69476 gap_ev=10.6 e_lumo_ev=0.489
C -0.24 0.32 -0.48 0.379
C 0.12 -0.42 2.39 0.523
C 0.50 1.24 -1.28 -0.730
N -0.78 -0.43 0.20 -0.397
O 0.46 0.64 2.63 -0.531
Br -1.12 -3.59 0.47 -0.273
H -0.02 1.42 -2.22 0.264
H 0.62 2.18 -0.75 0.265
H 1.48 0.81 -1.48 0.266
H -1.03 -2.17 0.53 0.233

---

2.
10
Properties=species:S:1:pos:R:3:nbo_charge:R:1 method="wB97M-V/def2-TZVPD" charge=+1 e_above_lowest_kcal_mol=106.5 smiles="C=[NH+]CN=O" energy_ha=-263.54457 gap_ev=8.8 e_lumo_ev=-5.912
C 0.81 1.30 -0.17 0.120
N 0.38 0.12 -0.38 -0.438
C -0.44 -0.54 0.63 -0.185
N -1.40 -1.52 0.08 0.214
O -1.32 -1.74 -1.08 -0.224
H 0.80 1.92 0.89 0.270
H 1.46 1.82 -0.93 0.253
H 0.26 -0.42 -1.30 0.479
H -0.89 0.21 1.25 0.252
H 0.34 -1.14 1.02 0.257

---

3.
13
Properties=species:S:1:pos:R:3:nbo_charge:R:1 method="wB97M-V/def2-TZVPD" e_above_lowest_kcal_mol=22.0 smiles="NC1=CCNC1=O" energy_ha=-340.75987 gap_ev=9.7 e_lumo_ev=1.018
N -1.86 1.02 -0.57 -0.793
C -0.62 0.51 -0.26 0.089
C 0.44 0.98 0.40 -0.272
C 1.44 -0.15 0.51 -0.240
N 1.09 -0.99 -0.65 -0.605
C -0.30 -0.92 -0.56 0.638
O -1.07 -1.86 -0.48 -0.587
H -2.57 0.30 -0.69 0.397
H -2.18 1.77 0.04 0.381
H 0.55 1.93 0.91 0.217
H 1.16 -0.76 1.39 0.186
H 2.50 0.12 0.55 0.207
H 1.42 -1.95 -0.58 0.382

---

4.
112
Properties=species:S:1:pos:R:3:mulliken_spin:R:1 method="wB97M-V/def2-TZVPD" e_above_lowest_kcal_mol=49.5 energy_ha=-7150.83884 multiplicity=4 s2=3.8236 gap_ev="7.7 / 5.8" e_lumo_ev="0.000 / -1.882"
Co 1.00 -1.55 1.54 1.158
S 0.73 -0.38 3.50 -0.039
C -0.89 -2.04 1.56 -0.095
C -1.05 -2.90 2.71 -0.116
N -1.11 -3.68 3.55 0.003
C -1.98 -1.90 0.78 0.166
S -0.81 -1.37 -1.70 0.683
C -3.27 -2.42 1.15 0.000
N -4.30 -2.85 1.43 0.006
N 3.66 -0.36 2.32 0.002
N 3.04 -1.61 1.97 0.024
H 4.47 -0.54 2.91 0.000
H 2.96 0.13 2.89 0.000
H 3.10 -2.28 2.75 -0.008
H 3.57 -2.02 1.21 0.000
C -2.99 4.89 0.67 -0.001
C -2.03 3.73 0.88 -0.024
C -2.66 2.57 1.63 -0.005
C -1.74 1.35 1.79 0.070
Ge -0.48 1.45 3.29 0.006
C 0.61 3.10 3.25 0.000
C -0.02 4.21 4.09 0.000
C 0.76 5.53 4.07 0.000
C 0.71 6.23 2.72 0.000
H -2.51 5.71 0.13 0.000
H -3.33 5.29 1.63 0.000
H -3.88 4.59 0.11 0.000
H -1.14 4.08 1.40 0.002
H -1.68 3.36 -0.09 0.008
H -3.57 2.26 1.09 0.003
H -3.02 2.91 2.61 -0.001
H -1.19 1.16 0.87 -0.042
H -2.33 0.46 1.99 0.009
H -1.33 1.58 4.58 -0.001
H 0.74 3.41 2.21 0.001
H 1.61 2.86 3.63 -0.001
H -0.13 3.87 5.12 0.000
H -1.04 4.41 3.73 0.000
H 1.80 5.34 4.35 0.000
H 0.35 6.20 4.83 0.000
H 1.13 5.61 1.93 0.000
H 1.27 7.17 2.73 0.000
H -0.32 6.46 2.44 0.000
C 4.99 -6.02 1.69 0.000
C 5.27 -5.18 0.62 0.001
C 4.25 -4.47 0.01 -0.001
C 2.93 -4.58 0.46 -0.007
C 2.67 -5.42 1.55 0.005
C 3.69 -6.14 2.15 0.001
Sb 1.37 -3.30 -0.29 0.010
C 2.23 -2.97 -2.19 -0.029
C 2.71 -4.04 -2.94 0.005
C 3.30 -3.83 -4.18 0.000
C 3.43 -2.54 -4.67 0.000
C 2.97 -1.46 -3.93 0.003
C 2.37 -1.68 -2.69 0.017
C -0.13 -4.73 -0.72 -0.027
C -0.50 -5.01 -2.03 0.021
C -1.53 -5.90 -2.29 -0.002
C -2.21 -6.51 -1.24 0.002
C -1.85 -6.22 0.07 -0.001
C -0.82 -5.33 0.33 0.013
H 5.79 -6.57 2.17 0.000
H 6.29 -5.08 0.26 0.000
H 4.48 -3.83 -0.83 -0.001
H 1.66 -5.52 1.93 0.002
H 3.46 -6.79 2.99 0.000
H 2.62 -5.05 -2.56 0.001
H 3.66 -4.67 -4.76 0.000
H 3.89 -2.37 -5.64 0.000
H 3.06 -0.45 -4.31 0.000
H 2.00 -0.84 -2.11 -0.016
H 0.00 -4.53 -2.86 0.005
H -1.82 -6.11 -3.31 0.000
H -3.02 -7.19 -1.44 0.000
H -2.39 -6.67 0.90 0.000
H -0.58 -5.10 1.36 0.000
C -0.76 5.41 -3.19 0.000
C -0.01 4.41 -2.36 -0.002
C -0.16 3.04 -2.57 0.019
C 0.48 2.11 -1.77 0.011
C 1.30 2.56 -0.75 -0.004
C 1.48 3.91 -0.52 -0.002
C 0.83 4.83 -1.33 0.000
S 2.11 1.39 0.33 0.000
C 3.70 1.37 -0.51 0.001
O 1.50 0.05 0.03 -0.028
H -0.83 5.08 -4.23 0.000
H -0.28 6.39 -3.17 0.000
H -1.78 5.53 -2.82 0.000
H -0.81 2.70 -3.37 0.002
H 0.33 1.05 -1.92 0.011
H 2.11 4.25 0.30 0.000
H 0.95 5.89 -1.14 0.000
H 3.55 1.03 -1.53 0.000
H 4.33 0.69 0.06 0.000
H 4.12 2.38 -0.49 0.000
C -3.87 2.13 -2.33 0.042
Si -4.45 0.48 -1.66 0.031
C -4.95 -0.70 -3.03 0.035
C -5.85 0.72 -0.45 0.040
C -3.03 -0.35 -0.83 0.754
C -2.00 -1.17 -0.51 0.303
H -4.71 2.64 -2.81 -0.002
H -3.08 2.00 -3.07 -0.005
H -3.50 2.77 -1.53 -0.011
H -5.79 -0.29 -3.59 0.003
H -5.25 -1.66 -2.61 -0.003
H -4.12 -0.86 -3.72 -0.003
H -6.77 0.95 -0.99 0.001
H -5.66 1.55 0.23 -0.001
H -6.02 -0.18 0.14 -0.003

---

5.
98
Properties=species:S:1:pos:R:3:mulliken_spin:R:1 method="wB97M-V/def2-TZVPD" charge=+2 e_above_lowest_kcal_mol=6.3 energy_ha=-3633.99601 multiplicity=5 s2=6.0283 gap_ev="7.0 / 7.2" e_lumo_ev="-6.299 / -6.512"
Cr -0.34 0.75 -0.20 3.858
C 2.16 2.57 -2.51 0.041
C 2.82 2.52 -1.16 -0.071
C 4.21 2.45 -1.08 0.005
C 4.86 2.49 0.13 0.001
C 4.14 2.65 1.30 0.007
C 2.75 2.72 1.29 -0.080
C 2.01 2.95 2.58 0.011
C 2.11 2.61 0.05 0.079
N 0.67 2.54 -0.02 -0.164
C -0.07 3.58 0.07 0.212
C 0.39 4.98 0.27 0.004
C -1.55 3.32 -0.17 0.134
C -2.50 4.47 -0.23 0.002
N -1.86 2.08 -0.36 -0.112
C -3.18 1.70 -0.81 0.019
C -3.50 1.88 -2.16 -0.041
C -2.55 2.48 -3.16 0.027
C -4.76 1.49 -2.58 0.004
C -5.67 0.93 -1.69 -0.002
C -5.32 0.75 -0.36 0.012
C -4.07 1.13 0.11 -0.044
C -3.70 0.96 1.55 0.012
H 2.53 3.43 -3.06 0.002
H 1.07 2.66 -2.46 -0.002
H 2.39 1.68 -3.09 -0.001
H 4.77 2.38 -2.00 0.000
H 5.94 2.44 0.17 0.000
H 4.65 2.72 2.25 0.000
H 2.22 3.95 2.95 0.001
H 2.34 2.24 3.34 0.003
H 0.93 2.84 2.48 0.015
H 1.48 5.04 0.31 -0.001
H -0.02 5.39 1.20 0.004
H 0.03 5.61 -0.54 0.003
H -2.38 5.08 0.67 0.003
H -3.53 4.14 -0.32 -0.001
H -2.26 5.11 -1.08 0.004
H -1.52 2.57 -2.80 0.002
H -2.88 3.47 -3.47 0.002
H -2.52 1.86 -4.06 0.003
H -5.03 1.62 -3.62 0.000
H -6.65 0.63 -2.04 0.000
H -6.03 0.31 0.33 0.000
H -4.50 0.45 2.09 0.001
H -3.53 1.92 2.04 -0.003
H -2.79 0.36 1.67 0.000
C 2.38 -0.70 0.92 0.049
N 1.05 -0.94 0.33 -0.046
P -0.37 -1.44 1.23 -0.050
C -0.34 -3.23 1.42 0.024
C 0.84 -3.95 1.63 -0.008
C 0.79 -5.33 1.79 0.001
C -0.44 -5.99 1.76 0.000
C -1.61 -5.27 1.56 0.000
C -1.56 -3.90 1.39 -0.005
C -0.07 -0.79 2.90 -0.148
C -0.56 0.48 3.19 0.074
C -0.44 1.02 4.47 0.024
C 0.16 0.28 5.47 0.002
C 0.64 -1.00 5.20 0.001
C 0.52 -1.53 3.92 -0.012
P 1.00 -0.97 -1.47 0.071
C -0.46 -1.95 -1.86 -0.052
C -0.55 -3.35 -1.79 0.015
C -1.75 -3.97 -2.08 0.002
C -2.87 -3.23 -2.44 0.004
C -2.79 -1.85 -2.53 0.025
C -1.58 -1.22 -2.26 0.170
C 2.43 -1.95 -1.97 0.033
C 2.84 -3.10 -1.30 0.001
C 3.90 -3.85 -1.79 0.001
C 4.55 -3.45 -2.95 0.000
C 4.14 -2.31 -3.62 0.001
C 3.08 -1.56 -3.13 -0.005
H 2.27 -0.26 1.91 -0.029
H 2.94 -0.01 0.29 0.015
H 2.95 -1.63 0.99 0.001
H 1.79 -3.45 1.69 -0.001
H 1.70 -5.89 1.95 0.000
H -0.47 -7.06 1.89 0.000
H -2.56 -5.79 1.54 0.000
H -2.48 -3.35 1.21 0.002
H -1.08 1.06 2.43 0.045
H -0.84 2.00 4.68 0.001
H 0.24 0.68 6.47 0.000
H 1.09 -1.59 5.98 0.000
H 0.87 -2.54 3.74 -0.001
H 0.31 -3.94 -1.51 -0.001
H -1.81 -5.05 -2.03 0.000
H -3.80 -3.73 -2.66 0.000
H -3.65 -1.26 -2.83 0.000
H -1.50 -0.14 -2.40 -0.155
H 2.33 -3.43 -0.40 0.002
H 4.22 -4.74 -1.26 0.000
H 5.37 -4.04 -3.33 0.000
H 4.64 -2.01 -4.53 0.000
H 2.77 -0.67 -3.66 0.005

---

6.
97
Properties=species:S:1:pos:R:3:mulliken_charge:R:1 method="wB97M-V/def2-TZVPD" charge=+1 e_above_lowest_kcal_mol=0.0 energy_ha=-2658.48191 gap_ev=7.3 e_lumo_ev=-2.587
Cd -0.24 0.43 1.03 1.990
N 0.73 -1.53 6.42 0.021
C 0.25 -0.40 5.88 -0.259
N -0.18 -0.55 4.68 0.048
C -0.03 -1.88 4.52 0.117
N 0.51 -2.51 5.55 -0.602
C -0.37 -2.66 3.30 0.150
C -0.47 -4.02 3.36 -0.581
N -0.96 -4.69 2.32 -0.627
C -1.38 -3.99 1.27 -0.510
C -1.26 -2.63 1.23 -0.060
N -0.72 -1.95 2.24 0.260
H 1.15 -1.66 7.33 0.193
H 0.26 0.50 6.43 0.510
H -0.13 -4.53 4.26 0.494
H -1.78 -4.52 0.43 0.499
H -1.60 -2.13 0.30 -0.130
C 2.53 -1.81 2.00 -0.802
Te 2.24 0.28 2.43 -0.222
C 3.82 0.65 1.07 -0.753
C 4.52 -0.67 0.88 0.421
C 5.73 -0.79 0.28 -0.752
C 6.30 -2.09 -0.01 -0.534
C 5.67 -3.22 0.46 -0.686
C 4.54 -3.08 1.25 -0.609
C 3.88 -1.88 1.35 0.611
H 1.70 -2.15 1.41 -0.003
H 2.46 -2.39 2.91 0.809
H 4.40 1.38 1.61 0.638
H 3.46 1.06 0.13 0.052
H 6.29 0.04 -0.12 0.466
H 7.26 -2.18 -0.58 0.346
H 6.12 -4.20 0.28 0.429
H 4.14 -3.94 1.71 0.496
C 3.40 -3.31 -2.25 -1.689
C 2.81 -1.90 -2.17 0.583
C 3.43 -0.82 -2.76 -0.662
C 2.92 0.49 -2.65 1.034
C 3.67 1.67 -3.32 -1.906
C 1.77 0.63 -1.86 -0.451
C 0.97 -0.45 -1.48 -0.255
C 1.52 -1.73 -1.62 0.029
N -0.34 -0.23 -0.98 0.918
C -1.43 0.11 -1.90 0.588
C -2.68 0.47 -1.12 -1.105
C -3.91 0.71 -1.98 0.173
C -4.24 -0.57 -2.78 -1.306
C -3.08 -0.89 -3.64 0.446
C -2.73 0.24 -4.63 -1.380
C -2.37 1.47 -3.79 0.133
C -3.63 1.82 -2.94 -1.388
C -1.13 1.19 -2.92 -1.148
C -1.87 -1.17 -2.74 -1.060
H 2.85 -3.91 -2.97 0.392
H 3.44 -3.73 -1.25 0.342
H 4.43 -3.24 -2.63 0.369
H 4.37 -0.90 -3.24 0.438
H 3.31 1.82 -4.34 0.335
H 4.72 1.50 -3.34 0.452
H 3.47 2.57 -2.77 0.426
H 1.44 1.66 -1.68 0.197
H 0.89 -2.58 -1.27 0.365
H -2.54 1.44 -0.54 -0.910
H -2.88 -0.30 -0.33 0.433
H -4.81 0.91 -1.32 0.283
H -5.16 -0.38 -3.39 0.503
H -4.49 -1.38 -2.08 0.468
H -3.27 -1.73 -4.28 0.278
H -3.51 0.48 -5.40 0.419
H -1.96 -0.12 -5.28 0.620
H -2.15 2.32 -4.43 0.371
H -4.49 1.96 -3.62 0.602
H -3.42 2.76 -2.42 0.316
H -0.85 2.10 -2.41 0.534
H -0.26 0.89 -3.54 0.313
H -1.04 -1.53 -3.32 0.449
H -2.02 -1.96 -1.97 0.140
C -1.15 2.44 4.04 -1.076
P -1.78 1.95 2.43 0.332
C -3.34 1.09 2.74 -1.395
C -2.24 3.41 1.51 0.569
C -1.18 4.03 0.93 -0.331
C -1.35 5.14 0.12 -0.851
C -2.68 5.58 -0.06 -0.571
C -3.72 4.98 0.57 -0.637
C -3.58 3.86 1.41 -0.345
H -0.04 2.55 3.99 0.307
H -1.45 1.65 4.78 0.247
H -1.64 3.34 4.42 0.537
H -4.04 1.67 3.36 0.473
H -3.20 0.11 3.23 0.300
H -3.84 0.93 1.79 0.317
H -0.15 3.66 1.19 0.308
H -0.60 5.72 -0.41 0.424
H -2.86 6.41 -0.71 0.438
H -4.73 5.37 0.52 0.413
H -4.43 3.44 1.88 0.434

---

7.
146
Properties=species:S:1:pos:R:3:mulliken_charge:R:1 method="wB97M-V/def2-TZVPD" e_above_lowest_kcal_mol=15.4 energy_ha=-3413.12396 gap_ev=9.0 e_lumo_ev=-0.530
Na 1.76 1.10 -1.32 0.699
B -0.19 -0.06 -0.18 6.116
H -0.35 0.23 -1.20 -1.045
H -0.10 0.80 0.47 -1.407
H -0.96 -0.71 0.21 -1.599
H 0.79 -0.49 -0.12 -0.318
C 3.57 0.90 -3.90 -0.868
C 3.71 -0.48 -3.22 -0.451
O 3.44 -0.51 -1.83 -0.490
O 2.39 1.61 -3.65 -0.348
H 3.78 0.76 -4.96 0.612
H 4.43 1.45 -3.50 0.223
H 4.64 -1.00 -3.47 0.580
H 2.87 -1.06 -3.59 0.215
H 3.94 -1.27 -1.50 0.245
H 2.29 2.13 -4.45 0.246
C 2.73 4.06 0.06 -0.390
C 3.81 3.25 -0.59 -0.628
O 3.65 1.95 0.02 0.188
O 1.40 3.70 -0.43 -0.223
H 2.88 5.13 -0.08 0.445
H 2.68 3.98 1.15 0.241
H 4.81 3.65 -0.44 0.440
H 3.73 3.16 -1.68 0.164
H 4.01 2.08 0.90 -0.026
H 0.74 4.25 -0.02 0.142
C -1.46 0.05 -5.29 -0.500
C -0.80 -0.65 -4.09 1.476
O 0.32 -1.49 -4.38 -0.813
O -2.37 -0.80 -6.00 -0.534
H -0.74 0.48 -5.98 0.528
H -2.04 0.87 -4.87 0.121
H -1.49 -1.27 -3.52 -0.553
H -0.49 0.12 -3.38 -1.030
H 0.52 -1.92 -3.55 0.083
H -2.62 -0.39 -6.83 0.309
C 0.29 2.00 6.64 -0.491
C -0.81 1.52 5.66 0.711
O -1.21 0.21 5.91 -0.654
O -0.12 1.96 7.96 -0.610
H 0.54 3.05 6.50 0.231
H 1.18 1.37 6.66 0.255
H -0.46 1.37 4.64 -0.397
H -1.69 2.16 5.56 0.300
H -1.96 -0.07 5.38 0.290
H -0.36 1.06 8.21 0.340
C 1.81 -3.07 -1.62 0.430
C 1.53 -4.46 -1.18 -0.775
O 2.71 -5.24 -1.28 -0.634
O 0.67 -2.29 -1.74 1.708
H 2.37 -3.02 -2.55 0.279
H 2.38 -2.57 -0.84 -0.366
H 0.87 -5.07 -1.80 0.255
H 1.21 -4.46 -0.14 0.217
H 3.23 -5.28 -0.47 0.349
H 0.56 -1.57 -1.11 -0.137
C -2.97 2.82 -2.61 0.485
C -1.50 3.15 -2.84 0.209
O -1.43 3.66 -4.18 -0.592
O -3.84 3.92 -2.79 -0.661
H -3.11 2.49 -1.58 -0.385
H -3.21 2.03 -3.32 0.219
H -0.79 2.35 -2.67 -0.555
H -1.28 3.98 -2.16 0.381
H -2.33 3.96 -4.38 0.387
H -4.70 3.63 -2.49 0.388
C -4.95 -0.78 -4.02 0.454
C -6.09 -1.66 -4.43 -0.461
O -7.14 -0.89 -4.99 -0.545
O -5.26 -0.39 -2.66 -0.656
H -4.81 0.10 -4.65 0.056
H -3.98 -1.27 -3.99 -0.239
H -6.56 -2.23 -3.63 0.287
H -5.87 -2.40 -5.20 0.305
H -6.76 -0.17 -5.50 0.313
H -4.46 -0.43 -2.12 0.304
C -3.53 0.52 1.20 -0.243
C -3.87 -0.71 0.26 -0.502
O -3.07 -0.64 -0.98 0.252
O -2.35 0.11 1.96 0.335
H -4.46 0.60 1.76 0.587
H -3.42 1.49 0.72 -0.241
H -4.94 -0.76 0.10 0.709
H -3.60 -1.65 0.73 -0.088
H -2.15 -0.44 -0.81 -0.589
H -1.59 0.20 1.38 -0.769
C -2.20 -4.55 -0.35 0.725
C -2.55 -3.83 -1.69 0.043
O -2.33 -4.62 -2.86 -0.640
O -2.89 -5.79 -0.18 -0.578
H -2.55 -3.85 0.41 -0.327
H -1.12 -4.65 -0.32 -0.205
H -1.89 -2.98 -1.83 -0.419
H -3.56 -3.44 -1.56 0.419
H -2.35 -4.12 -3.67 0.352
H -3.29 -6.00 -1.03 0.402
C -3.15 -2.10 4.46 0.864
C -4.48 -2.76 4.89 -0.683
O -4.35 -4.23 4.98 -0.566
O -3.37 -0.72 4.24 -0.785
H -2.94 -2.45 3.45 -0.499
H -2.25 -2.31 5.04 0.293
H -5.20 -2.60 4.08 0.265
H -4.83 -2.38 5.84 0.292
H -4.62 -4.53 4.11 0.318
H -3.13 -0.38 3.37 0.483
C -1.60 4.47 1.51 -0.905
C -0.89 3.34 2.30 0.613
O -0.17 3.95 3.33 -0.675
O -0.66 5.09 0.66 -0.589
H -2.16 5.10 2.20 0.393
H -2.34 3.98 0.88 0.222
H -0.36 2.56 1.74 -0.630
H -1.70 2.77 2.74 0.029
H 0.64 3.45 3.41 0.561
H -0.07 5.52 1.28 0.363
C 0.27 -2.06 2.62 -0.257
C 1.82 -2.46 2.48 -0.012
O 2.50 -2.15 3.68 -0.616
O -0.38 -2.58 1.52 -0.389
H 0.11 -1.00 2.81 -0.187
H -0.25 -2.72 3.32 0.417
H 2.19 -1.81 1.69 -0.087
H 1.96 -3.51 2.25 0.349
H 3.44 -2.14 3.49 0.386
H -0.60 -1.81 0.98 -0.815
C 3.73 0.87 3.34 -0.808
C 2.23 1.22 3.36 0.993
O 2.03 2.55 3.78 -0.417
O 4.44 1.79 2.56 -0.461
H 3.87 -0.12 2.89 0.026
H 4.23 0.94 4.31 0.570
H 1.64 0.44 3.84 0.148
H 1.79 1.26 2.36 -0.806
H 2.65 2.64 4.51 0.278
H 4.93 2.32 3.19 0.287
C 8.48 0.63 -1.38 -0.692
C 6.92 0.71 -1.45 0.102
O 6.40 0.38 -0.16 -0.505
O 8.96 -0.68 -1.15 -0.550
H 8.81 1.26 -0.55 0.345
H 9.00 1.08 -2.23 0.366
H 6.62 0.01 -2.23 0.104
H 6.64 1.69 -1.81 0.250
H 5.48 0.62 -0.30 0.218
H 8.41 -1.06 -0.45 0.326